(1)
Density functional theory data (ωB97M-V/def2-TZVPD) for a single C23H25N3O3S molecule.

XYZ file:
```
55
Properties=species:S:1:pos:R:3:forces:R:3:lowdin_charge:R:1
C -5.401488 -3.253014 2.133962 0.06 -0.15 0.09 -0.083
O -5.841329 -2.102112 1.451423 -0.16 0.20 -0.09 -0.082
C -4.950854 -1.419888 0.688770 0.22 0.07 -0.13 -0.274
C -5.460308 -0.274510 0.049763 0.13 -0.14 0.06 0.015
C -4.662026 0.502108 -0.750061 0.01 -0.09 0.06 -0.002
C -3.320660 0.159491 -0.942268 -0.06 -0.67 0.48 -0.180
N -2.495065 0.914117 -1.732679 0.03 0.34 -0.25 0.183
C -1.171746 0.661727 -1.969108 -0.29 -0.06 0.09 -0.422
O -0.502373 1.428019 -2.652739 0.22 0.20 -0.22 0.027
C -0.643374 -0.544911 -1.342127 -0.08 -0.27 0.09 -0.096
C 0.805383 -0.876837 -1.609278 -0.11 0.16 -0.14 -0.091
N 1.622171 -0.806621 -0.408592 -0.02 0.30 -0.10 -0.106
C 2.239461 -2.036951 0.025963 0.50 -0.56 0.01 -0.151
C 3.467270 -2.423840 -0.828567 -0.27 0.40 -0.06 -0.320
C 4.654943 -1.488845 -0.597922 -0.09 -0.17 -0.08 -0.126
C 5.300564 -2.099729 0.645731 -0.10 -0.08 -0.01 -0.152
C 4.923869 -3.585690 0.542054 0.33 -0.14 0.26 -0.183
O 3.923768 -3.709593 -0.462783 -0.21 -0.08 -0.09 -0.104
C 1.780831 0.347905 0.297686 0.16 -0.06 0.15 -0.738
S 2.619128 0.358289 1.731598 0.36 0.10 0.64 0.731
N 1.245910 1.463283 -0.256293 -0.11 -0.61 -0.68 0.086
C 1.080079 2.751859 0.257879 -0.02 0.53 0.29 -0.236
C 0.842078 3.763116 -0.675214 0.06 -0.14 -0.01 -0.027
C 0.639201 5.064020 -0.262066 -0.02 0.06 0.04 -0.092
C 0.663884 5.379313 1.087117 -0.02 0.14 0.03 -0.104
C 0.876199 4.375244 2.014775 -0.04 0.10 -0.09 -0.085
C 1.077761 3.067050 1.612543 -0.06 -0.12 0.13 -0.064
C -1.429195 -1.306530 -0.547545 0.29 0.30 -0.34 0.067
C -2.798232 -0.983411 -0.311977 -0.41 0.49 -0.20 -0.139
C -3.626577 -1.765975 0.504375 -0.31 -0.03 0.12 0.039
H -6.269889 -3.623085 2.675897 0.10 -0.01 -0.02 0.094
H -5.054074 -4.023228 1.438194 0.00 0.03 0.02 0.096
H -4.604362 -3.016274 2.845422 -0.01 -0.01 -0.03 0.098
H -6.497071 -0.026751 0.210294 -0.13 0.05 0.01 0.122
H -5.063107 1.380294 -1.233342 -0.07 0.10 -0.05 0.116
H -2.869695 1.752696 -2.161690 0.18 -0.11 0.04 0.170
H 1.185694 -0.209543 -2.393071 -0.07 -0.18 0.06 0.134
H 0.876547 -1.899291 -1.984496 0.04 0.12 -0.01 0.135
H 2.548080 -1.916560 1.065357 -0.11 -0.10 -0.15 0.059
H 1.513624 -2.853678 -0.029092 -0.02 0.04 -0.02 0.129
H 3.174504 -2.478019 -1.883762 0.04 0.04 0.06 0.145
H 5.332922 -1.537178 -1.450552 -0.01 0.00 -0.04 0.118
H 4.347879 -0.457851 -0.443453 0.02 0.08 -0.01 0.090
H 4.876438 -1.651814 1.543750 0.01 0.02 0.00 0.082
H 6.378069 -1.955563 0.665643 0.04 0.02 0.03 0.109
H 5.771070 -4.205604 0.231501 -0.07 0.04 0.08 0.116
H 4.538638 -3.975689 1.491073 0.07 0.02 -0.08 0.117
H 0.987924 1.420385 -1.236916 -0.08 -0.07 0.03 0.096
H 0.807101 3.514968 -1.726663 0.01 -0.03 -0.10 0.106
H 0.461755 5.835658 -0.996959 -0.01 0.04 -0.06 0.101
H 0.511864 6.398172 1.410680 -0.01 0.09 0.02 0.097
H 0.882961 4.606649 3.069682 0.00 0.01 0.09 0.102
H 1.235181 2.299628 2.350480 -0.01 0.02 -0.05 0.034
H -1.024756 -2.189033 -0.071733 0.10 -0.12 0.06 0.131
H -3.197979 -2.635269 0.976717 0.01 -0.11 0.08 0.112
```
Positions in Å, forces in eV/Å.

**Spin multiplicity**: 1
**E_tot**: -1679.64953 hartree
**SMILES string**: COc1ccc2[nH]c(=O)c(CN(C[C@H]3CCCO3)C(=S)Nc3ccccc3)cc2c1
**Energy above the lowest of the compared OMol25 structures with the same formula, charge and spin**: 21.8 kcal/mol
**Gap between HOMO and LUMO**: 7.591 eV
**Highest occupied orbital energy**: -0.28724 Ha

(2)
Density functional theory data (ωB97M-V/def2-TZVPD) for a single C23H25N3O4S molecule.

XYZ file:
```
56
Properties=species:S:1:pos:R:3:forces:R:3:lowdin_charge:R:1
C 3.492824 3.664250 0.699895 -0.15 -0.20 -0.20 -0.070
C 3.357873 2.562568 -0.346881 0.18 -0.02 0.06 -0.423
C 4.527254 2.600058 -1.326436 -0.21 -0.03 0.07 -0.060
C 3.286534 1.206581 0.370202 0.00 0.55 0.22 -0.165
N 3.148690 0.090535 -0.545435 0.25 -0.20 -0.02 0.010
C 1.956847 -0.226825 -1.115935 -0.57 -0.46 -0.53 -0.537
S 0.562684 0.727680 -0.616376 -0.30 0.19 0.12 1.078
C -0.793573 -0.102278 -1.533472 0.28 -0.04 0.00 -0.498
C -1.345871 0.817516 -2.614424 0.08 -0.03 -0.01 -0.096
C -1.912492 -0.553271 -0.594826 0.59 0.12 -0.25 -0.501
O -2.436186 -1.634400 -0.733337 -0.21 -0.20 0.00 0.091
N -2.257608 0.385908 0.320303 0.07 0.40 0.11 0.114
C -3.243358 0.327605 1.313212 -0.36 -0.13 0.28 -0.214
C -3.335342 1.399856 2.199987 -0.01 -0.07 -0.05 -0.030
C -4.303952 1.409031 3.181059 -0.15 -0.24 -0.01 0.003
C -5.190974 0.347484 3.305981 -0.03 -0.06 -0.12 -0.207
C -5.075743 -0.745217 2.441111 0.07 0.24 0.19 -0.189
C -4.112563 -0.745642 1.441070 -0.09 -0.09 0.02 0.081
O -5.891879 -1.839677 2.544878 0.22 0.15 -0.33 -0.018
C -6.596339 -1.899701 3.764622 -0.27 0.27 0.46 -0.149
C -7.189546 -0.531706 4.098742 -0.17 -0.49 -0.18 -0.152
O -6.158865 0.413615 4.277745 0.32 0.16 0.03 -0.030
N 1.760775 -1.162172 -1.971167 -0.28 0.21 0.05 0.095
C 2.820302 -1.937547 -2.349997 0.69 -0.03 0.17 -0.210
C 2.626373 -2.956935 -3.287646 0.13 -0.03 0.00 -0.009
C 3.688246 -3.746842 -3.662673 -0.14 0.04 -0.01 -0.071
C 4.956943 -3.543905 -3.119143 0.18 0.03 0.08 -0.077
C 5.161702 -2.544354 -2.195908 0.01 0.03 0.03 -0.008
C 4.097344 -1.730542 -1.802461 -0.25 -0.28 -0.33 -0.068
C 4.300436 -0.664495 -0.831048 0.04 -0.03 0.06 -0.363
O 5.352562 -0.409407 -0.283810 0.13 -0.01 -0.03 0.082
H 4.414340 3.538650 1.263487 0.13 0.02 0.11 0.085
H 2.655723 3.640237 1.393632 -0.08 0.06 0.15 0.077
H 3.513771 4.639201 0.219944 0.01 0.12 0.00 0.079
H 2.425126 2.716767 -0.900358 0.08 0.00 0.04 0.102
H 5.458797 2.371679 -0.814154 0.13 -0.02 0.03 0.085
H 4.608917 3.585959 -1.777876 0.01 0.09 -0.08 0.079
H 4.392354 1.872611 -2.124733 0.06 -0.05 -0.11 0.078
H 4.216687 1.037552 0.919164 -0.21 0.02 -0.01 0.133
H 2.444273 1.194675 1.068168 0.13 -0.05 0.02 0.102
H -0.325731 -0.983843 -1.979822 -0.22 0.12 0.17 0.094
H -0.558032 1.091302 -3.312482 0.03 0.02 -0.04 0.079
H -1.763142 1.725412 -2.182182 -0.04 0.09 -0.03 0.075
H -2.131029 0.298372 -3.160131 -0.10 -0.02 -0.04 0.090
H -1.698214 1.228910 0.341129 -0.13 -0.21 -0.01 0.101
H -2.650614 2.230672 2.114593 0.08 0.11 -0.01 0.109
H -4.396537 2.236199 3.865967 -0.02 0.12 0.08 0.121
H -4.049914 -1.593051 0.780715 0.01 -0.06 -0.04 0.117
H -5.919207 -2.206219 4.573902 -0.08 -0.01 -0.09 0.140
H -7.376885 -2.650698 3.635436 0.05 0.07 0.06 0.133
H -7.850017 -0.215552 3.279378 0.04 -0.02 0.10 0.139
H -7.751421 -0.559030 5.033432 0.01 -0.04 -0.10 0.132
H 1.638972 -3.103694 -3.695756 -0.11 -0.01 -0.03 0.113
H 3.539013 -4.535262 -4.385694 -0.02 -0.06 -0.06 0.105
H 5.777703 -4.174645 -3.425117 0.07 -0.04 -0.01 0.102
H 6.131968 -2.363974 -1.758472 0.09 0.00 0.02 0.119
```
Positions in Å, forces in eV/Å.

**Spin multiplicity**: 1
**E_tot**: -1754.91579 hartree
**SMILES string**: CC(C)Cn1c(S[C@H](C)C(=O)Nc2ccc3c(c2)OCCO3)nc2ccccc2c1=O
**Energy above the lowest of the compared OMol25 structures with the same formula, charge and spin**: 9.7 kcal/mol
**Gap between HOMO and LUMO**: 8.421 eV
**Highest occupied orbital energy**: -0.29358 Ha

(3)
Density functional theory data (ωB97M-V/def2-TZVPD) for a single C23H25N3O6S2 molecule at a distorted geometry.

XYZ file:
```
59
Properties=species:S:1:pos:R:3:forces:R:3:lowdin_charge:R:1
C -1.110860 -2.407911 2.270715 -0.20 0.08 -0.04 -0.080
O 0.182311 -2.963492 2.312634 0.37 -0.12 -0.04 -0.078
C 1.053067 -2.635614 1.315906 0.10 0.01 -0.02 -0.265
C 2.377632 -3.040077 1.496163 -0.20 0.05 0.07 0.011
C 3.342216 -2.724213 0.564714 -0.18 -0.03 -0.08 -0.030
C 3.004135 -1.986466 -0.567480 -0.62 -0.39 0.42 -0.335
N 4.022467 -1.601011 -1.456965 0.95 0.42 -0.06 -0.054
S 5.130164 -0.484894 -0.830999 -0.14 0.14 -0.39 0.665
O 5.826651 -1.095426 0.258265 -0.37 0.00 0.22 -0.276
O 5.882779 -0.010969 -1.954186 -0.33 0.14 -0.10 -0.291
C 4.022408 0.780992 -0.235305 0.55 -0.47 -0.15 -0.280
C 3.425646 0.617673 1.000761 0.01 0.09 0.17 -0.049
C 2.391595 1.455984 1.365000 0.01 0.07 -0.14 0.001
C 1.956319 2.453938 0.492263 0.52 -0.12 -0.10 -0.227
N 0.865414 3.226557 0.896575 0.04 -0.13 0.32 0.134
C 0.127626 4.083899 0.141696 -0.33 0.55 0.48 -0.492
O 0.427132 4.484581 -0.960080 0.04 0.00 -0.31 0.082
C -1.167985 4.522916 0.819649 -0.04 -0.13 -0.25 -0.076
C -2.157915 3.348515 0.895510 -0.09 0.14 0.51 -0.226
N -2.092325 2.466218 -0.251020 0.53 -0.63 -0.02 -0.108
S -1.148129 1.082264 -0.145466 -0.70 0.18 -0.23 0.661
O -0.100263 1.116459 -1.120761 -0.35 -0.05 -0.28 -0.260
O -0.806774 0.898329 1.241640 -0.37 -0.06 0.02 -0.302
C -2.344733 -0.151272 -0.616996 0.42 0.22 0.10 -0.301
C -2.275665 -0.733743 -1.868483 0.16 0.04 -0.06 -0.049
C -3.212638 -1.686091 -2.223521 -0.06 0.04 0.14 -0.021
C -4.220968 -2.057234 -1.336496 0.09 0.06 -0.04 -0.264
C -5.222783 -3.094257 -1.735988 0.00 -0.03 -0.03 -0.044
C -4.272419 -1.453013 -0.084700 0.11 0.09 -0.02 -0.026
C -3.336887 -0.499269 0.277763 -0.04 -0.03 0.09 -0.063
C 2.598279 2.637796 -0.730636 -0.03 0.07 -0.08 0.007
C 3.619155 1.781218 -1.097324 0.05 0.03 0.00 -0.038
C 1.682905 -1.609755 -0.763333 0.35 -0.11 -0.01 -0.013
C 0.709876 -1.939119 0.164022 -0.18 -0.09 0.19 -0.009
H -1.701650 -2.822180 1.445537 0.03 0.02 0.01 0.093
H -1.576998 -2.680615 3.216685 -0.04 0.03 -0.08 0.096
H -1.072963 -1.318265 2.175855 -0.01 -0.08 0.01 0.071
H 2.627685 -3.595042 2.386363 0.04 -0.07 0.11 0.120
H 4.371494 -3.006561 0.712371 0.07 -0.10 0.04 0.113
H 3.676289 -1.248155 -2.338290 0.04 0.06 -0.14 0.114
H 3.773132 -0.165939 1.654020 -0.05 -0.07 0.14 0.117
H 1.889909 1.315417 2.310595 -0.05 -0.02 0.13 0.119
H 0.448749 2.904135 1.760617 -0.01 0.16 -0.17 0.136
H -0.967188 4.910561 1.818798 -0.04 0.05 0.03 0.122
H -1.589204 5.323918 0.209862 0.14 -0.03 0.05 0.122
H -3.180870 3.729142 0.984215 0.15 -0.06 0.08 0.120
H -1.948281 2.713840 1.758835 -0.15 0.24 0.06 0.104
H -1.939535 2.944803 -1.125838 0.08 -0.06 -0.33 0.119
H -1.481206 -0.438844 -2.535173 0.08 -0.02 -0.16 0.115
H -3.163821 -2.151910 -3.196416 0.02 -0.04 -0.11 0.120
H -5.743686 -2.787046 -2.641331 -0.08 -0.03 -0.05 0.086
H -4.722755 -4.038184 -1.947670 -0.03 -0.09 -0.01 0.087
H -5.954596 -3.256653 -0.949741 -0.07 -0.05 0.02 0.076
H -5.048632 -1.732143 0.612110 -0.08 -0.03 0.07 0.115
H -3.358450 -0.029567 1.247857 -0.09 0.02 0.18 0.119
H 2.267899 3.415537 -1.397382 0.02 0.00 0.00 0.106
H 4.114590 1.876250 -2.050956 0.00 0.09 -0.14 0.116
H 1.406341 -1.027724 -1.630094 -0.01 0.12 -0.09 0.112
H -0.303686 -1.618311 -0.014388 -0.08 -0.08 0.05 0.076
```
Positions in Å, forces in eV/Å.

**Spin multiplicity**: 1
**E_tot**: -2303.53819 hartree
**SMILES string**: COc1ccc(NS(=O)(=O)c2ccc(NC(=O)CCNS(=O)(=O)c3ccc(C)cc3)cc2)cc1
**Energy above the lowest of the compared OMol25 structures with the same formula, charge and spin**: 17.7 kcal/mol
**Gap between HOMO and LUMO**: 8.257 eV
**Highest occupied orbital energy**: -0.29688 Ha

(4)
Density functional theory data (ωB97M-V/def2-TZVPD) for a molecular structure, C23H25N4O2 at a distorted geometry.

XYZ file:
```
54
Properties=species:S:1:pos:R:3:forces:R:3:lowdin_charge:R:1
C 1.994318 -1.263579 -0.559719 -0.16 -1.60 -0.78 -0.198
C 2.348234 -2.201368 0.440331 0.31 -2.11 1.38 -0.231
N 2.526922 -2.982538 1.297905 -0.25 1.75 -1.61 0.193
N 3.060841 -0.735854 -1.332487 0.75 0.94 0.17 -0.037
C 2.756032 -0.008137 -2.471047 0.33 -0.42 0.26 -0.017
C 3.754391 0.586144 -3.225778 0.11 0.07 0.07 -0.030
C 5.090310 0.520059 -2.810259 -0.33 -0.27 -0.07 -0.032
C 5.376420 -0.211145 -1.657020 -0.01 -0.04 0.17 -0.021
C 4.374384 -0.803701 -0.896936 -0.37 0.36 -1.09 0.013
H 1.170504 -1.563145 -1.247994 0.89 -0.11 0.70 0.133
H 1.698530 0.043491 -2.771043 0.65 -0.23 0.31 0.139
H 3.495871 1.081949 -4.167151 -0.02 -0.12 0.52 0.126
H 5.882161 0.996681 -3.399131 -0.36 -0.30 0.30 0.126
H 6.409573 -0.368480 -1.346295 -0.33 0.19 0.04 0.127
H 4.610437 -1.362633 0.007684 -0.44 0.07 -0.27 0.140
C -4.689349 0.403669 0.675240 -0.60 0.47 -0.86 -0.129
C -3.425220 -0.348322 1.068517 0.80 -0.54 0.11 -0.059
N -2.610730 -0.664289 -0.192991 -0.94 0.33 -0.63 -0.186
C -1.359448 -1.484400 0.074085 0.28 -0.03 0.45 -0.070
C -0.379832 -0.823411 0.970865 -0.21 -0.17 1.42 -0.163
C 0.715673 -0.121683 0.517252 -0.26 1.24 -2.11 -0.116
C 1.512729 0.629946 1.463398 0.12 0.40 0.16 -0.142
C 1.193835 0.550113 2.816231 -0.29 -0.33 0.20 -0.158
O 0.230998 -0.330900 3.292346 0.26 0.44 -0.50 0.122
C -0.604369 -0.976301 2.418416 -0.85 -1.08 -0.41 -0.405
O -1.539059 -1.626685 2.881925 1.20 0.83 -0.38 0.072
C 1.802650 1.377147 3.759255 -0.02 -0.22 -0.33 0.023
C 2.752355 2.285319 3.321791 0.10 0.25 0.23 -0.057
C 3.105546 2.365263 1.970119 0.31 0.02 -0.35 -0.071
C 2.504971 1.530376 1.044296 -0.22 -0.16 0.35 -0.021
C -2.256515 0.664759 -0.877916 0.49 -0.76 0.39 -0.065
C -3.537721 1.412211 -1.217713 -1.32 -0.11 0.02 -0.132
N -4.739449 0.633518 -0.792370 0.51 -0.02 0.05 -0.139
C -4.749844 -0.675620 -1.494786 -0.60 1.20 0.19 -0.140
C -3.518659 -1.481738 -1.130859 0.86 -0.23 0.43 -0.068
H -5.583958 -0.176676 0.953345 0.31 0.32 -0.07 0.133
H -4.733724 1.386099 1.176201 -0.04 -0.46 -0.20 0.134
H -2.781111 0.248153 1.725903 -0.11 -0.34 -0.21 0.135
H -3.641053 -1.311918 1.555059 0.29 0.41 -0.15 0.141
H -1.690277 -2.431289 0.527622 -0.04 0.30 -0.26 0.152
H -0.914096 -1.665937 -0.914776 -0.28 -0.03 0.20 0.126
H 0.668984 0.258751 -0.534642 -0.44 0.64 1.36 0.118
H 1.500171 1.280543 4.796348 0.12 0.09 -0.09 0.132
H 3.223412 2.957649 4.045531 -0.16 -0.28 -0.30 0.118
H 3.857861 3.076495 1.623236 -0.21 -0.18 0.27 0.111
H 2.768059 1.538728 -0.015005 -0.05 0.28 0.29 0.109
H -1.619670 1.225062 -0.178619 -0.13 -0.35 -0.21 0.135
H -1.677776 0.411531 -1.779118 -0.10 0.00 0.34 0.133
H -3.567299 2.396508 -0.722474 -0.02 -0.41 -0.20 0.132
H -3.616217 1.566872 -2.304916 0.01 0.04 0.40 0.128
H -5.669951 -1.201397 -1.202978 0.29 0.14 -0.18 0.132
H -4.783943 -0.468410 -2.573665 -0.07 -0.14 0.32 0.129
H -2.917768 -1.733602 -2.013636 -0.05 -0.01 0.29 0.134
H -3.779133 -2.403878 -0.591576 0.28 0.28 -0.13 0.143
```
Positions in Å, forces in eV/Å.

**Spin multiplicity**: 1
**E_tot**: -1260.61160 hartree
**Charge**: +1
**Gap between HOMO and LUMO**: 6.401 eV
**Highest occupied orbital energy**: -0.37560 Ha